# 1
Molecular formula: C6H9N
Method: DFT, ωB97M-V with the def2-TZVPD basis set

Structure (XYZ):
```
16
Properties=species:S:1:pos:R:3:lowdin_charge:R:1
C -1.079 -0.341 0.065 -0.3791
C -1.229 -1.630 0.582 0.0702
C 2.466 -0.743 -0.262 -0.0312
C -2.030 0.303 -0.636 0.0527
C 0.325 0.254 -0.003 -0.3284
C 0.443 1.704 0.205 -0.0271
N 1.159 -0.629 -0.420 0.0015
H -0.384 -2.106 0.997 0.0304
H -2.226 -2.209 0.739 0.0986
H 3.089 -1.378 -0.864 0.0393
H 2.806 -0.343 0.755 0.0865
H -1.809 1.224 -1.265 0.0947
H -2.939 -0.232 -0.799 0.0522
H 0.446 2.112 -0.724 0.0533
H 1.335 1.994 0.664 0.0537
H -0.370 2.018 0.967 0.1327
```

- HOMO energy (alpha / beta) (eV) = -7.73 / -6.81
- HOMO-LUMO gap (alpha / beta) (eV) = 7.964 / 6.614
- relative energy (zero: lowest compared OMol25 entry of this formula, charge and spin) (kJ/mol) = 483.5

---

# 2
Molecular formula: C4H5NO
Method: DFT, ωB97M-V with the def2-TZVPD basis set

Structure (XYZ):
```
11
Properties=species:S:1:pos:R:3:lowdin_charge:R:1
C -1.586 -0.496 0.194 0.0169
C -0.075 1.066 0.580 -0.0510
C 1.010 1.114 -0.232 -0.1455
C 1.618 -0.183 -0.322 -0.1637
N 0.972 -1.146 0.247 0.1366
O -0.196 -0.371 0.834 -0.2735
H -2.273 -0.207 0.990 0.0970
H -1.737 0.168 -0.670 0.0923
H -1.638 -1.536 -0.087 0.0882
H 1.338 2.010 -0.734 0.0803
H 2.568 -0.417 -0.799 0.1224
```

- HOMO energy (eV) = -8.93
- HOMO-LUMO gap (eV) = 9.778
- relative energy (zero: lowest compared OMol25 entry of this formula, charge and spin) (kJ/mol) = 548.4

---

# 3
Molecular formula: C30H40BrIrN4O4S
Method: DFT, ωB97M-V with the def2-TZVPD basis set

Structure (XYZ):
```
81
Properties=species:S:1:pos:R:3:lowdin_charge:R:1
Ir 0.027 -0.334 0.240 1.3673
C 2.240 4.336 -2.055 -0.0109
N 1.209 3.468 -1.491 -0.1115
C -0.164 3.949 -1.625 0.0076
C 1.461 2.250 -1.032 -0.3337
O 0.517 1.543 -0.616 -0.1597
C 2.909 1.787 -1.024 -0.1035
O 3.005 0.416 -0.816 -0.1158
C 3.721 -0.042 0.295 -0.1141
C 2.907 -0.112 1.582 -0.3819
O 1.703 0.211 1.620 -0.1113
N 3.537 -0.523 2.677 -0.1127
C 4.922 -0.987 2.683 -0.0131
C 2.795 -0.755 3.914 0.0010
H 1.941 5.369 -1.896 0.0995
H 3.199 4.192 -1.567 0.0891
H 2.349 4.166 -3.128 0.1121
H -0.206 4.989 -1.306 0.0997
H -0.487 3.880 -2.664 0.1122
H -0.825 3.355 -1.005 0.0725
H 3.337 2.009 -2.006 0.1456
H 3.464 2.374 -0.283 0.1513
H 4.050 -1.053 0.049 0.1474
H 4.615 0.568 0.458 0.1352
H 5.548 -0.404 2.015 0.0875
H 5.315 -0.872 3.691 0.0997
H 4.981 -2.041 2.404 0.1110
H 1.757 -0.476 3.774 0.0865
H 2.854 -1.812 4.178 0.1017
H 3.231 -0.163 4.718 0.1014
C -5.885 -2.556 4.511 -0.0352
C -4.809 -1.596 5.038 -0.5561
C -4.318 -2.078 6.410 -0.0366
C -5.434 -0.211 5.204 -0.0633
C -3.634 -1.580 4.064 -0.1429
C -3.215 -0.425 3.423 -0.0519
C -2.146 -0.513 2.555 -0.4804
Br -1.526 1.065 1.670 1.0085
C -1.459 -1.683 2.284 -0.3168
O -0.393 -1.721 1.451 -0.2578
C -1.866 -2.871 2.926 -0.0642
C -2.945 -2.768 3.792 0.0454
C -1.164 -4.202 2.644 -0.5215
C -1.801 -5.347 3.436 -0.0594
C -1.289 -4.542 1.150 -0.0250
C 0.316 -4.124 3.053 -0.0301
H -6.732 -2.576 5.198 0.0914
H -5.509 -3.575 4.417 0.0809
H -6.248 -2.237 3.532 0.0945
H -5.149 -2.094 7.117 0.0912
H -3.547 -1.413 6.805 0.0930
H -3.904 -3.086 6.362 0.0807
H -6.267 -0.273 5.905 0.0915
H -5.827 0.173 4.261 0.0897
H -4.720 0.511 5.608 0.0891
H -3.701 0.526 3.587 0.1043
H -3.280 -3.665 4.289 0.1001
H -2.848 -5.497 3.168 0.0923
H -1.732 -5.189 4.514 0.0908
H -1.269 -6.270 3.204 0.0925
H -2.339 -4.573 0.852 0.0990
H -0.855 -5.525 0.960 0.0942
H -0.768 -3.825 0.518 0.0481
H 0.406 -3.900 4.119 0.0919
H 0.858 -3.371 2.485 0.0668
H 0.790 -5.090 2.870 0.0930
N -4.611 -1.065 -5.453 0.1726
C -3.902 -0.977 -4.553 -0.1728
C -3.021 -0.854 -3.424 -0.2204
C -2.238 -1.933 -3.023 -0.0055
C -1.381 -1.803 -1.943 -0.0706
C -1.297 -0.596 -1.244 -0.2907
C -2.105 0.473 -1.645 -0.1245
C -2.955 0.352 -2.728 -0.0200
H -2.295 -2.872 -3.557 0.1291
H -0.796 -2.661 -1.650 0.0705
H -2.073 1.418 -1.124 0.0511
H -3.575 1.183 -3.035 0.1240
S 1.918 -4.194 -1.399 0.6390
C 1.563 -2.732 -0.880 -0.9391
N 1.300 -1.651 -0.492 -0.0905
```

- HOMO energy (alpha / beta) (eV) = -10.66 / -10.62
- <S²> = 0.763
- multiplicity = 2
- HOMO-LUMO gap (alpha / beta) (eV) = 7.810 / 5.308
- relative energy (zero: lowest compared OMol25 entry of this formula, charge and spin) (kJ/mol) = 66.5
- total charge = +1

---

# 4
Molecular formula: C8H16INO3Zn
Method: DFT, ωB97M-V with the def2-TZVPD basis set

Structure (XYZ):
```
30
Properties=species:S:1:pos:R:3:lowdin_charge:R:1
C 2.472 1.959 0.777 -0.0219
C 2.255 1.219 -0.542 -0.3179
C 2.482 -0.263 -0.307 -0.8449
I 4.585 -0.679 -0.486 1.1089
N 1.707 -1.040 -1.248 0.0474
C 1.202 -2.273 -0.770 -0.4308
O 1.907 -3.273 -0.666 0.2032
O -0.168 -2.340 -0.450 0.0438
C -0.663 -1.810 0.744 -0.1690
C -1.986 -1.110 0.508 -0.0950
C -1.755 0.210 -0.252 -0.2988
O -2.732 0.652 -1.076 -0.1007
C -3.866 1.267 -0.434 -0.0046
H 1.973 1.214 1.473 0.0430
H 1.967 2.914 0.793 0.1142
H 3.508 2.052 1.081 0.1157
H 1.213 1.402 -0.848 0.1135
H 2.893 1.635 -1.311 0.1323
H 2.224 -0.512 0.747 0.0442
H 1.014 -0.488 -1.740 0.1347
H -0.832 -2.623 1.447 0.1829
H 0.080 -1.086 1.238 0.0351
H -2.612 -1.778 -0.073 0.1641
H -2.489 -0.900 1.445 0.1409
H -1.628 1.017 0.582 0.1540
H -0.860 0.096 -0.875 0.1086
H -4.548 1.538 -1.224 0.1115
H -4.351 0.568 0.240 0.1031
H -3.557 2.168 0.088 0.1031
Zn 0.565 0.265 1.138 1.0793
```

- HOMO energy (eV) = -16.51
- HOMO-LUMO gap (eV) = 5.450
- total charge = +2

---

# 5
Molecular formula: C28H64MgO18S7
Method: DFT, ωB97M-V with the def2-TZVPD basis set

Structure (XYZ):
```
118
Properties=species:S:1:pos:R:3:lowdin_charge:R:1
Mg 3.398 17.708 22.385 0.4124
O 4.741 17.551 20.909 -0.3706
C 5.414 16.352 21.166 -0.3399
C 5.055 15.604 22.516 -0.3448
O 3.923 15.997 23.220 -0.3288
H 6.511 16.632 21.304 0.0819
H 5.472 15.653 20.284 0.0897
H 5.999 15.620 23.125 0.0622
H 4.933 14.506 22.280 0.1010
C -0.588 15.981 24.104 -0.0277
C 0.213 14.849 24.551 -0.3175
C 1.659 15.251 24.830 -0.0731
O 1.962 14.555 26.078 0.0402
C 0.841 14.088 26.631 -0.5826
O 0.757 13.558 27.668 0.1847
O -0.244 14.420 25.850 0.0707
H -1.044 16.341 25.032 0.1047
H -1.377 15.680 23.415 0.0938
H -0.052 16.791 23.647 0.0415
H 0.231 14.044 23.815 0.1561
H 1.922 16.304 24.939 0.0902
H 2.331 14.918 24.042 0.1096
C 5.546 14.539 16.978 -0.0426
C 6.936 14.136 16.715 -0.2943
C 7.702 13.503 17.836 -0.1278
O 8.398 12.479 17.234 0.1113
C 7.835 12.162 16.083 -0.7522
O 8.125 11.302 15.479 0.2716
O 6.945 13.034 15.730 0.1208
H 5.514 15.331 17.732 0.0469
H 4.847 13.770 17.313 0.0874
H 5.112 14.966 16.069 0.0979
H 7.409 14.957 16.169 0.1438
H 7.116 13.201 18.696 0.1176
H 8.423 14.240 18.206 0.1319
C 3.623 10.556 23.049 -0.0304
C 4.146 10.102 21.667 -0.2870
C 3.643 11.021 20.545 -0.0632
O 4.847 11.323 19.776 0.0649
C 5.916 11.084 20.512 -0.6111
O 6.998 11.235 20.162 0.2152
O 5.572 10.338 21.619 0.0752
H 3.827 11.627 23.225 0.0798
H 4.182 10.076 23.854 0.0854
H 2.537 10.445 23.131 0.0875
H 3.825 9.061 21.572 0.1494
H 3.214 11.945 20.959 0.1153
H 2.945 10.667 19.788 0.1333
C 2.517 14.874 19.601 -0.2421
S 1.598 16.376 19.701 0.8535
O 1.829 16.938 20.985 -0.5226
C 2.610 17.321 18.564 -0.2562
H 1.949 14.067 20.080 0.0503
H 3.408 14.943 20.255 0.0564
H 2.850 14.535 18.625 0.0514
H 3.514 17.563 19.153 0.0141
H 2.099 18.230 18.267 0.0431
H 2.890 16.740 17.691 0.0531
C 1.704 20.678 24.371 -0.2300
S 0.989 19.050 24.379 0.9052
O 1.916 18.062 23.810 -0.5563
C 1.059 18.756 26.130 -0.2139
H 2.777 20.634 24.545 0.0439
H 1.279 21.316 25.153 0.0710
H 1.494 21.105 23.405 0.0327
H 0.835 17.719 26.337 0.0519
H 0.314 19.439 26.549 0.0663
H 2.031 19.017 26.544 0.0584
C 4.425 21.397 20.819 -0.2098
S 3.234 20.129 20.390 0.8912
O 2.803 19.399 21.594 -0.5404
C 1.827 21.162 20.029 -0.2212
H 5.423 21.007 20.690 0.0428
H 4.212 21.766 21.820 0.0615
H 4.247 22.209 20.110 0.0609
H 1.062 20.401 19.909 0.0572
H 1.949 21.790 19.153 0.0645
H 1.597 21.808 20.873 0.0580
C 5.189 14.190 26.098 -0.2627
S 5.264 15.089 27.604 0.8067
O 6.607 15.012 28.167 -0.5350
C 5.263 16.734 26.821 -0.2547
H 5.698 13.235 26.196 0.0639
H 5.746 14.716 25.295 0.0413
H 4.167 14.157 25.743 0.0327
H 6.181 16.634 26.237 0.0337
H 5.362 17.376 27.690 0.0455
H 4.416 16.984 26.187 0.0455
C 8.718 15.687 24.351 -0.2402
S 9.231 17.426 24.403 0.7825
O 10.660 17.583 24.641 -0.5318
C 8.990 17.629 22.620 -0.2807
H 7.701 15.697 23.955 0.0154
H 8.639 15.352 25.389 0.0529
H 9.432 15.122 23.772 0.0620
H 9.705 18.360 22.246 0.0588
H 7.944 17.890 22.476 0.0087
H 9.232 16.696 22.110 0.0554
C 5.362 19.886 25.811 -0.2410
S 5.685 18.987 24.300 0.8661
O 4.431 18.867 23.593 -0.5267
C 6.661 20.309 23.576 -0.2319
H 5.187 20.959 25.650 0.0632
H 6.254 19.882 26.444 0.0742
H 4.493 19.439 26.282 0.0344
H 6.126 21.249 23.500 0.0541
H 6.978 19.909 22.611 0.0382
H 7.565 20.452 24.171 0.0687
C 5.993 18.319 18.119 -0.2696
S 7.451 17.306 18.128 0.8166
O 8.071 17.563 16.810 -0.5304
C 8.327 18.388 19.265 -0.2421
H 6.194 19.094 17.359 0.0724
H 5.682 18.815 19.034 0.0165
H 5.125 17.796 17.704 0.0324
H 8.891 19.140 18.720 0.0654
H 8.997 17.838 19.928 0.0293
H 7.600 18.882 19.915 0.0348
```

- HOMO energy (eV) = -7.72
- HOMO-LUMO gap (eV) = 7.140
- relative energy (zero: lowest compared OMol25 entry of this formula, charge and spin) (kJ/mol) = 222.9

---

# 6
Molecular formula: CH2I2O2
Method: DFT, ωB97M-V with the def2-TZVPD basis set

Structure (XYZ):
```
7
Properties=species:S:1:pos:R:3:lowdin_charge:R:1
C 0.668 2.835 -1.185 -1.3945
O -0.043 0.157 -0.067 -0.1276
O 0.437 3.488 -0.227 -0.0738
I 2.526 2.196 -1.873 0.8217
I -0.848 2.284 -2.637 0.7397
H -0.873 0.145 -0.700 0.0443
H -0.236 -0.173 0.768 -0.0098
```

- HOMO energy (eV) = -9.59
- HOMO-LUMO gap (eV) = 8.821
- relative energy (zero: lowest compared OMol25 entry of this formula, charge and spin) (kJ/mol) = 51.3

---

| no. | molecular weight (g mol⁻¹) |
| --- | --- |
| 1 | 95.14 |
| 2 | 83.09 |
| 3 | 824.86 |
| 4 | 366.51 |
| 5 | 937.58 |
| 6 | 299.83 |